Formula: C12B3BaO24
Source: the Open Molecules 2025 dataset
Level of theory: the ωB97M-V functional and the def2-TZVPD basis

Geometry as ORCA input:
```
! wB97M-V def2-TZVPD RIJCOSX def2/J DEFGRID3
* xyz 0 2
Ba -5.9953 -12.4759 8.8084
O -5.7614 -14.3919 17.3461
C -5.4890 -14.2388 16.1388
O -6.0623 -14.8545 15.0334
B -5.4407 -14.3822 13.7794
O -4.6096 -13.2659 14.1422
C -4.4842 -13.1596 15.4801
O -3.8014 -12.3570 16.0964
O -6.4612 -14.0768 12.7856
C -6.1635 -14.6634 11.6849
O -6.7593 -14.3817 10.6252
C -5.0535 -15.6898 11.9584
O -4.7790 -15.5475 13.2034
O -4.4311 -16.3888 11.1480
O -6.1728 -11.4692 11.2114
C -6.2643 -10.3269 11.7419
O -7.0892 -9.3561 11.3170
B -6.8756 -8.1150 12.0565
O -5.9834 -8.4677 13.1989
C -5.4746 -9.6518 12.9058
O -4.5062 -10.2045 13.5242
O -6.3150 -7.0790 11.1983
C -7.0622 -5.9725 11.2616
O -6.9321 -4.8382 10.7272
C -8.2518 -6.3239 12.1918
O -8.1221 -7.5178 12.6530
O -9.1328 -5.5384 12.4591
O 2.3142 -15.1155 7.9494
C 1.3766 -14.9587 8.7831
O 0.8839 -13.8036 9.2434
B -0.2865 -14.1703 10.0926
O -0.2019 -15.6295 10.2164
C 0.5334 -16.1346 9.3076
O 0.5338 -17.2187 8.7597
O -1.5525 -13.9598 9.3864
C -2.4178 -13.3202 10.1989
O -3.6422 -13.0956 9.9675
C -1.5934 -13.0318 11.5353
O -0.3534 -13.4242 11.3704
O -2.1266 -12.4325 12.5291
*
```

Properties
Energy relative to the best compared isomer or geometry (same formula, charge and spin): 55.4 kcal per mole
HOMO energy (alpha / beta): -9.455 / -9.455 eV
<S²>: 0.761
Electronic energy: -64317.64261 eV
Max |F|: 6.05 eV/A
Frontier orbital gap (alpha / beta): 6.29 / 2.34 eV

***

Formula: C2F6NO8ReS3SbSe4
Source: the Open Molecules 2025 dataset
Level of theory: the ωB97M-V functional and the def2-TZVPD basis

Geometry as ORCA input:
```
! wB97M-V def2-TZVPD RIJCOSX def2/J DEFGRID3
* xyz 1 1
Re 0.1556 -0.1386 -0.1219
F -3.8212 -2.1237 -0.7729
C -3.0390 -1.9059 0.2627
F -3.6607 -2.1448 1.3926
F -1.9367 -2.6370 0.1730
S -2.5784 -0.0932 0.1785
O -1.6704 -0.0766 -1.0334
O -3.7251 0.7151 0.2825
N -1.4761 0.0859 1.3524
S -1.0832 1.7179 1.5247
O -0.5704 1.9915 0.1487
O -2.0959 2.5379 2.0632
C 0.1915 1.5747 2.9361
F -0.5365 1.5552 4.0277
F 0.9269 2.6595 2.8682
F 0.9276 0.4871 2.8783
O 2.4060 2.6537 -1.2595
S 2.2535 1.2771 -1.0081
O 0.9428 0.6618 -1.6846
O 1.7179 0.9753 0.4353
O 3.3474 0.3884 -1.3178
Se 5.1356 -2.7979 -1.9309
Sb 3.0920 -1.9871 -2.6329
Se 1.5128 -1.9811 -0.2201
Se 1.4640 -2.8823 -4.2479
Se 2.1198 -0.5128 -4.2938
*
```

Properties
Energy relative to the best compared isomer or geometry (same formula, charge and spin): 16.2 kcal per mole
HOMO energy: -12.347 eV
Electronic energy: -338796.26862 eV
Max |F|: 2.67 eV/A
Frontier orbital gap: 5.26 eV

***

Formula: C19H33AsN5O4PtS2Si2
Source: the Open Molecules 2025 dataset
Level of theory: the ωB97M-V functional and the def2-TZVPD basis

Geometry as ORCA input:
```
! wB97M-V def2-TZVPD RIJCOSX def2/J DEFGRID3
* xyz 1 1
Pt 0.5784 -0.0596 -0.5745
C 2.2037 -1.8798 2.9012
C 1.4606 -1.0997 1.8771
N 1.5436 -1.3359 0.6064
O 2.2464 -2.4311 0.1893
C 0.6024 0.0091 2.2455
C 0.4512 0.5228 3.6369
N 0.0063 0.5883 1.2213
O -0.7340 1.5854 1.2847
H 2.8447 -2.6238 2.4418
H 1.5017 -2.3700 3.5773
H 2.8054 -1.1945 3.5003
H 2.6783 -2.1655 -0.6626
H 1.3837 0.9648 3.9942
H 0.1737 -0.2717 4.3308
H -0.3163 1.2921 3.6546
N 3.5868 -0.2825 -8.6158
C 3.4548 -0.3229 -7.2601
C 3.9700 0.7093 -6.4612
C 3.8073 0.6826 -5.0939
C 3.1231 -0.3762 -4.5022
C 2.6093 -1.4148 -5.2799
C 2.7702 -1.3866 -6.6439
S 2.9109 -0.3953 -2.7835
O 3.5679 0.7433 -2.2069
O 3.2136 -1.7063 -2.2444
N 1.2799 -0.2698 -2.5622
C 0.6432 0.9039 -2.9043
S 0.6586 1.9683 -4.2343
C -0.4955 2.9700 -3.4061
C -0.8164 2.4673 -2.1967
N -0.1640 1.2872 -1.9350
H 4.2320 0.3682 -9.0272
H 3.3884 -1.1068 -9.1541
H 4.5050 1.5280 -6.9254
H 4.2100 1.4716 -4.4733
H 2.0953 -2.2424 -4.8078
H 2.3761 -2.1904 -7.2527
H -0.8665 3.8682 -3.8694
H -1.4976 2.8808 -1.4711
C 0.2112 -3.2350 -3.0040
Si -1.0046 -3.4693 -1.6143
C -0.3829 -4.7259 -0.3864
C -2.6497 -3.9735 -2.3555
As -1.6269 -1.3279 -0.7111
Si -2.3971 -1.9721 1.4679
C -1.2046 -2.9053 2.5725
C -3.1148 -0.4894 2.3296
C -3.7969 -3.1020 0.9364
H 0.2661 -4.1759 -3.5597
H 1.2123 -2.9879 -2.6546
H -0.1209 -2.4513 -3.6866
H -0.1983 -5.6635 -0.9183
H -1.1016 -4.9333 0.4068
H 0.5598 -4.4095 0.0623
H -2.5108 -4.9395 -2.8496
H -2.9721 -3.2577 -3.1137
H -3.4529 -4.0886 -1.6299
H -0.3484 -3.3129 2.0375
H -1.7301 -3.7430 3.0378
H -0.8484 -2.2582 3.3746
H -2.3745 0.2730 2.5675
H -3.5866 -0.8195 3.2597
H -3.8834 -0.0213 1.7120
H -3.4434 -4.0836 0.6205
H -4.4155 -2.6792 0.1426
H -4.4443 -3.2469 1.8060
*
```

Properties
Energy relative to the best compared isomer or geometry (same formula, charge and spin): 7.6 kcal per mole
HOMO energy: -10.875 eV
Electronic energy: -137384.02628 eV
Max |F|: 0.15 eV/A
Frontier orbital gap: 6.23 eV